1.
# C44H44N8O19S

7 unconnected molecules or ions with the total composition C44H44N8O19S at a distorted geometry (ωB97M-V/def2-TZVPD, the OMol25 dataset).

Geometry as XYZ:
```
116
Properties=species:S:1:pos:R:3:lowdin_charge:R:1
S 6.5201 4.3655 0.7514 0.916
O -4.9211 -9.5460 -5.0130 0.070
O 7.8298 4.4703 1.6104 -0.317
O -0.5558 7.0165 -0.1289 0.050
O 5.0126 -1.7166 6.0734 0.055
O -6.5003 -8.0662 -5.3733 0.040
O 2.7984 6.5188 -2.2863 0.041
O 5.5080 0.2657 6.8726 0.057
O 6.7028 5.5767 -0.4815 -0.213
O -7.8164 -1.3460 1.6035 0.061
O -6.6294 -3.1645 1.2913 0.057
O 2.3769 -3.1337 -0.9972 0.057
O -3.0086 -5.6958 1.2106 0.046
O 3.6742 5.3927 -0.7511 -0.127
O -2.4180 -4.3080 -0.3828 0.052
O 5.4048 7.1752 3.7335 -0.219
O 5.2794 5.0175 1.7640 -0.203
O 6.1940 2.9909 0.0833 -0.294
O 4.0927 -3.4375 0.3359 0.048
O -2.5239 6.3931 0.6135 0.062
N -6.1062 -9.2268 -5.1851 -0.318
N -3.1325 -5.2115 0.0765 -0.299
N 3.8605 6.0244 -1.9235 -0.013
N -6.7454 -1.9349 1.3938 -0.325
N 7.8597 9.8949 0.3259 0.084
N 2.8930 -3.5563 0.0481 -0.327
N 5.1708 -0.4934 5.9519 -0.328
N -1.5901 6.3362 -0.1994 -0.326
C 1.7350 -5.4011 3.1113 -0.069
C -2.9791 3.7132 -2.5055 -0.068
C -5.0392 -6.7543 -0.2982 0.006
C -6.7138 -11.6200 -4.9402 0.001
C 4.5694 1.2084 2.1018 -0.065
C -4.4487 1.0392 1.3080 -0.071
C -5.3427 -5.7854 -2.9089 -0.053
C -2.8754 4.6216 -1.4503 -0.004
C 4.9485 0.0965 4.6263 -0.144
C 5.0409 6.4061 1.2491 -0.290
C -4.1944 -5.7472 -0.7836 -0.138
C -9.0131 -12.3302 -5.1856 -0.072
C -1.9322 3.5799 -3.4192 -0.070
C 4.5461 -0.7204 3.5614 0.003
C -3.1478 -0.9634 0.9029 -0.056
C 4.9628 2.0212 3.1661 -0.058
C -1.7146 5.3956 -1.3194 -0.142
C -3.2220 0.4218 1.0586 -0.070
C 6.5818 9.5460 -0.0358 -0.317
C 4.3570 -0.1573 2.2977 -0.052
C -6.0338 -7.2751 -1.1284 -0.056
C -5.6106 0.2717 1.4094 -0.002
C 3.6141 6.3308 0.3852 -0.082
C 2.0248 -4.2487 1.0079 -0.146
C 5.3767 10.6434 0.1940 -0.090
C -9.4076 -11.0098 -5.4069 -0.067
C 6.1708 8.1070 -0.7335 -0.063
C 0.3869 -5.6007 2.8087 -0.060
C -7.6718 -12.6358 -4.9486 -0.065
C -6.1806 -6.7940 -2.4306 -0.069
C -0.1465 -5.1191 1.6121 -0.057
C -8.4592 -9.9852 -5.3981 -0.001
C -5.5316 -1.1201 1.2631 -0.140
C 5.1523 1.4700 4.4348 0.008
C 4.6133 7.3835 2.4937 -0.104
C 6.2858 6.8107 0.2634 -0.234
C 0.6691 -4.4384 0.7061 0.007
C 6.8152 7.5521 3.5430 -0.088
C -0.7803 4.3576 -3.2908 -0.061
C 2.5611 -4.7243 2.2118 -0.008
C -0.6662 5.2715 -2.2414 0.003
C -4.3026 -1.7417 1.0049 0.006
C -7.1116 -10.2962 -5.1703 -0.143
C -4.3464 -5.2549 -2.0872 0.008
H -6.9524 -7.2085 -3.0769 0.095
H 3.3763 7.4437 0.0879 0.144
H -1.1984 -5.2773 1.3840 0.052
H -2.3179 1.0238 0.9860 0.108
H -7.3726 -13.6669 -4.7740 0.110
H 4.3796 -1.7870 3.6971 0.113
H -3.7015 -4.4693 -2.4748 0.120
H 4.5557 8.5367 2.2077 0.144
H -8.7827 -8.9613 -5.5723 0.119
H -4.2276 -2.8204 0.8843 0.099
H -10.4551 -10.7794 -5.5894 0.109
H -6.5589 0.7679 1.6042 0.118
H -0.2517 -6.1358 3.5094 0.110
H -5.6720 -11.8749 -4.7572 0.120
H 4.4284 1.6417 1.1131 0.095
H 7.3468 7.9751 4.4972 0.112
H 0.0307 4.2491 -4.0078 0.111
H 7.3828 6.5759 3.1668 0.103
H -4.9355 -7.1422 0.7130 0.120
H -6.6926 -8.0593 -0.7619 0.110
H 4.0476 -0.7837 1.4640 0.099
H 0.2380 5.8701 -2.1552 0.099
H 5.1064 10.7496 1.3306 0.081
H 7.8254 10.8557 0.7411 0.049
H -5.4644 -5.4146 -3.9244 0.113
H 3.4937 7.0860 2.7805 0.158
H -9.7554 -13.1265 -5.1990 0.109
H -3.8749 3.1056 -2.6140 0.109
H 5.1380 8.2388 -1.2663 0.098
H 7.3038 7.0488 0.8395 0.158
H 4.4162 10.2493 -0.3811 0.077
H 0.2383 -4.0694 -0.2221 0.107
H 6.9742 7.9333 -1.5985 0.156
H -2.1885 -1.4369 0.7057 0.108
H -4.4987 2.1194 1.4267 0.105
H 2.1426 -5.7768 4.0473 0.108
H 5.1250 3.0850 3.0058 0.082
H -2.0142 2.8647 -4.2358 0.109
H 3.6103 -4.5797 2.4609 0.115
H -3.6987 4.7114 -0.7447 0.117
H 2.7026 5.9695 1.0662 0.169
H 5.4591 2.1169 5.2538 0.120
H 6.8867 8.3389 2.6488 0.089
H 5.6358 11.6880 -0.3220 0.101
```

- Charge: 0
- Energy: -3967.91826 Eh
- SMILES: [H]/N=C(\C)C[C@@H]1OS(=O)(=O)O[C@]1(COC)CON=O.O=[N+]([O-])c1ccccc1.O=[N+]([O-])c1ccccc1.O=[N+]([O-])c1ccccc1.O=[N+]([O-])c1ccccc1.O=[N+]([O-])c1ccccc1.O=[N+]([O-])c1ccccc1

=====

2.
# C44H45AlN5P2

A molecular structure, C44H45AlN5P2 at a distorted geometry (ωB97M-V/def2-TZVPD, the OMol25 dataset).

Geometry as XYZ:
```
97
Properties=species:S:1:pos:R:3:lowdin_charge:R:1
P -16.5129 -12.2889 -7.9706 1.060
P -14.5174 -9.3405 -9.7608 1.096
Al -14.1606 -11.9707 -8.3830 0.328
N -13.6866 -13.8361 -8.4875 0.232
N -13.0007 -11.2039 -7.1258 0.002
N -10.2756 -9.4045 -8.5984 0.112
N -13.0709 -16.1277 -8.9652 -0.021
N -9.8396 -7.7746 -10.2627 0.103
C -16.5216 -11.6213 -3.9848 -0.060
C -17.4754 -11.6568 -9.4330 -0.269
C -17.1211 -14.0082 -7.8357 -0.337
C -10.6188 -8.3455 -9.3633 -0.200
C -8.7206 -11.1499 -7.9555 -0.031
C -14.6158 -8.5315 -11.3761 -0.387
C -17.8568 -10.4646 -6.1584 -0.079
C -12.5438 -11.2461 -10.2825 -0.125
C -8.6458 -8.3887 -10.5329 -0.051
C -11.7441 -16.6729 -9.3350 -0.096
C -14.1201 -17.1422 -8.5547 -0.058
C -13.3054 -14.9474 -8.6577 -0.143
C -13.9037 -8.9246 -12.4859 -0.109
C -14.0846 -18.2480 -9.5999 -0.154
C -16.1653 -12.0150 -5.2618 -0.146
C -11.7247 -11.6202 -7.2474 -0.082
C -12.2745 -9.8590 -5.3069 0.016
C -15.2741 -7.2838 -11.4541 -0.078
C -17.7477 -14.5118 -6.6673 -0.041
C -18.1814 -16.5722 -7.8442 -0.026
C -10.9712 -10.2812 -5.4716 0.056
C -16.9053 -11.4935 -6.3449 -0.367
C -9.3272 -11.6034 -6.9055 -0.044
C -12.6225 -13.1530 -11.7638 -0.056
C -8.2235 -9.5570 -9.8633 0.020
C -16.9859 -14.8013 -8.9740 -0.131
C -12.7299 -18.8961 -9.7152 -0.167
C -18.1130 -10.0680 -4.8866 -0.051
C -9.0849 -10.0319 -8.8708 -0.239
C -18.2297 -15.8139 -6.6645 -0.029
C -13.9068 -11.0309 -10.3715 -0.506
C -17.6460 -16.0405 -9.0385 -0.045
C -15.1577 -6.5374 -12.6253 -0.052
C -17.2254 -10.2941 -10.0793 -0.260
C -17.4717 -10.6392 -3.7698 -0.005
C -16.3061 -9.3814 -9.3127 -0.359
C -13.7796 -8.2096 -13.6768 -0.042
C -11.9037 -12.2833 -11.0374 -0.013
C -14.4160 -6.9644 -13.7209 -0.043
C -14.6567 -11.9036 -11.1517 -0.061
C -10.6866 -11.1863 -6.4876 -0.194
C -11.6714 -18.1159 -8.8843 -0.150
C -13.3051 -10.3046 -6.1526 -0.029
C -13.9749 -12.9491 -11.8785 0.008
H -16.4612 -9.5627 -8.2501 0.046
H -12.4570 -18.9216 -10.7493 0.114
H -12.2044 -13.8731 -12.3951 0.118
H -15.0871 -16.5753 -8.5417 0.114
H -13.2867 -8.7185 -14.5554 0.139
H -11.6138 -16.6876 -10.4145 0.138
H -18.5016 -11.7989 -9.0522 0.113
H -7.7752 -11.6514 -8.2388 0.134
H -7.2855 -10.0908 -10.1144 0.133
H -16.6013 -8.3519 -9.4917 0.078
H -15.5997 -5.5351 -12.6013 0.127
H -11.7666 -18.2205 -7.8100 0.119
H -18.1892 -9.8030 -10.0552 0.126
H -18.5359 -17.5935 -7.8634 0.121
H -13.8551 -17.3652 -7.5297 0.138
H -14.7494 -18.9749 -9.2879 0.098
H -15.9293 -12.0229 -3.1950 0.114
H -10.8114 -12.3671 -10.8526 0.144
H -8.7889 -12.2801 -6.2001 0.149
H -17.3626 -12.4863 -10.1803 0.091
H -18.5192 -10.0195 -6.9583 0.144
H -18.4959 -16.2934 -5.7456 0.117
H -12.6200 -9.2107 -4.5374 0.120
H -10.7135 -18.6351 -9.1942 0.155
H -14.3916 -6.3490 -14.6036 0.117
H -13.2686 -9.8619 -12.4062 0.115
H -18.9181 -9.3907 -4.7806 0.113
H -15.5239 -12.9048 -5.4011 0.124
H -14.3626 -9.9925 -6.1173 0.130
H -17.6323 -16.7205 -9.8446 0.103
H -11.5644 -12.2042 -8.1671 0.117
H -15.6976 -11.7350 -11.3448 0.093
H -8.0020 -7.8871 -11.2232 0.113
H -16.4481 -14.4553 -9.8381 0.092
H -12.7242 -19.9078 -9.3693 0.118
H -14.5961 -13.6544 -12.4844 0.145
H -17.7478 -10.3066 -2.7709 0.131
H -15.8346 -6.9073 -10.6060 0.100
H -10.0950 -9.8479 -4.8608 0.183
H -16.8958 -10.2530 -11.0737 0.087
H -12.0527 -10.5611 -9.5597 0.081
H -11.0490 -16.0841 -8.7921 0.121
H -17.7744 -13.8494 -5.8105 0.100
H -14.4942 -17.9131 -10.5736 0.138
H -11.6368 -8.0007 -9.2908 0.092
```

- Charge: +3
- ΔE to the lowest compared entry with this formula, charge and spin: 182.9 kJ/mol

=====

3.
# C44H45AsF7N3OPdS

A molecular structure, C44H45AsF7N3OPdS (ωB97M-V/def2-TZVPD, the OMol25 dataset).

Geometry as XYZ:
```
103
Properties=species:S:1:pos:R:3:lowdin_charge:R:1
Pd 0.1086 0.2613 -0.5326 0.396
As 1.1916 0.9266 -3.1579 1.388
S -3.8577 -0.8048 -1.0326 0.559
F 6.1835 -0.8936 -0.3060 0.100
F -0.2143 -2.3434 -1.2642 0.005
F 2.9301 -1.9749 -2.7237 0.117
F 4.1865 -0.3362 -3.3337 0.098
F 5.0677 -2.1041 -2.4717 0.104
F 5.0167 0.6263 0.6704 0.125
F 5.6437 0.9029 -1.3723 0.125
O 2.8709 0.2871 -0.9277 -0.205
N -0.2926 -1.5877 1.3776 0.068
N -4.7525 0.7225 0.9215 -0.021
N -2.4636 0.5909 0.7856 0.039
C -2.2744 1.4809 1.9187 -0.159
C 5.1655 -0.0098 -0.5037 -0.543
C -1.7856 -0.7478 5.2583 -0.120
C 1.1093 -5.0342 1.5336 -0.137
C 0.1226 -2.8250 1.0433 -0.288
C -3.4871 1.4531 2.8280 -0.157
C -0.6195 -0.1603 4.7945 -0.075
C -0.7542 1.2835 -6.9088 -0.112
C -0.7520 -1.3634 2.6720 -0.206
C -1.9512 -1.9609 3.1580 -0.135
C -3.6365 0.2254 0.2990 -0.874
C 3.2076 4.6937 -1.1961 -0.103
C -0.0819 -0.4585 3.5446 -0.163
C 1.3291 3.2501 -1.6105 -0.194
C 1.4802 0.9232 1.9960 -0.075
C 2.1034 2.5192 -2.5144 -0.330
C 4.0050 -1.2585 -2.3687 -0.566
C -0.1509 2.3628 -7.5431 -0.129
C -4.7209 1.7087 1.9817 -0.197
C -2.4255 -1.6550 4.4304 -0.083
C -2.7371 2.0970 -1.9950 -0.151
C 2.3426 -1.0088 3.3656 -0.058
C -2.7854 -2.9102 2.3125 -0.357
C 3.4167 2.8816 -2.7645 -0.112
C 1.1785 -5.3643 0.1875 -0.142
C 1.8942 4.3304 -0.9401 -0.040
C 1.2131 2.7185 -5.5875 -0.105
C 3.8132 -0.6518 -0.9466 -0.535
C 0.2142 -3.2189 -0.3119 -0.245
C 1.3024 0.1125 3.2713 -0.361
C 0.7213 -4.4211 -0.7360 -0.049
C 3.9665 3.9799 -2.1184 -0.101
C -2.6859 -4.3611 2.8006 -0.063
C -0.0834 2.8162 -1.5117 -0.210
C -2.4407 3.2704 -1.3076 -0.114
C -0.3634 0.9227 -5.6271 -0.132
C 0.8348 3.0772 -6.8773 -0.114
C 0.6172 1.6396 -4.9397 -0.352
C -0.3800 1.6148 -2.2005 -0.444
C 3.5501 -1.8400 0.0048 0.021
C 0.6023 -3.8096 1.9465 -0.069
C -1.7174 1.2652 -2.4314 -0.152
C -1.1219 3.6261 -1.0571 -0.063
C -4.2659 -2.5121 2.2945 -0.085
H -1.9626 0.3483 -2.9518 0.071
H 0.5815 -3.5672 3.0031 0.107
H 1.4978 0.7981 4.1051 0.113
H -0.8284 0.0649 -5.1521 0.091
H -5.5962 0.5650 0.3978 0.095
H -3.3896 2.2183 3.6007 0.114
H -4.7477 -2.7564 3.2472 0.064
H 1.3105 3.9231 -7.3613 0.088
H -3.5600 0.4764 3.3135 0.098
H 4.0286 2.2802 -3.4241 0.100
H -1.5251 0.7167 -7.4183 0.090
H -4.6909 2.7321 1.5828 0.109
H -1.6650 -4.7336 2.7726 0.056
H -3.7669 1.8073 -2.1670 0.073
H -2.0802 2.4974 1.5630 0.112
H 1.4656 -5.7360 2.2813 0.086
H 3.6477 5.5291 -0.6639 0.087
H -4.7874 -3.0562 1.5046 0.073
H 2.5023 -2.1183 -0.1067 0.074
H 2.1846 -1.7440 2.5760 0.052
H 1.5859 -6.3110 -0.1431 0.075
H -3.2447 3.9171 -0.9718 0.089
H -1.5717 0.2450 0.3390 0.055
H 0.7592 -4.6059 -1.8028 0.109
H -2.1808 -0.5101 6.2394 0.083
H -4.4005 -1.4483 2.1032 0.045
H 1.9695 3.2995 -5.0723 0.085
H -2.4164 -2.8533 1.2871 0.121
H 2.5316 1.1647 1.8283 0.075
H -0.8986 4.5561 -0.5454 0.095
H -3.3412 -2.1260 4.7727 0.098
H 1.1685 0.3439 1.1194 0.008
H -1.3896 1.1387 2.4558 0.092
H 0.9209 1.8626 2.0274 0.072
H -5.6325 1.6077 2.5755 0.109
H -0.4482 2.6433 -8.5467 0.084
H 4.9965 4.2580 -2.3060 0.091
H 1.3169 4.8761 -0.2019 0.098
H 4.1811 -2.7095 -0.1872 0.088
H -0.0815 0.5347 5.4330 0.098
H 3.7047 -1.5086 1.0298 0.067
H 3.3531 -0.6043 3.2603 0.074
H 2.2698 -1.5209 4.3290 0.077
H -3.0581 -4.4375 3.8281 0.070
H -3.3003 -5.0115 2.1707 0.074
```

- Charge: -2
- ΔE to the lowest compared entry with this formula, charge and spin: 106.3 kJ/mol

=====

4.
# C44H45ClN11O2SZn

A molecular structure, C44H45ClN11O2SZn (ωB97M-V/def2-TZVPD, the OMol25 dataset).

Geometry as XYZ:
```
105
Properties=species:S:1:pos:R:3:lowdin_charge:R:1
Zn -1.3605 -2.1670 2.1511 0.494
Cl -5.0215 2.6291 4.9311 0.728
S -1.4246 -1.9155 4.5998 0.611
O 5.1016 -2.7652 -8.9800 -0.066
O -0.0961 3.5353 0.2843 -0.012
N -0.2860 -0.0445 2.2431 0.048
N 2.9648 -2.5423 -2.8735 0.188
N 0.2318 2.0406 2.5922 -0.086
N -3.7164 -1.1235 3.3965 0.000
N -2.2226 -4.1516 1.3829 0.075
N -1.5717 -1.6726 0.0681 0.063
N 1.0562 1.3317 3.3902 0.129
N -3.3739 -2.1350 2.5857 -0.103
N 1.1158 -2.0748 -4.0059 0.195
N -2.8746 0.2688 5.0017 0.083
N 0.5588 -2.7042 1.4308 0.050
C 0.7038 -2.4398 0.1180 -0.134
C 0.7148 0.0906 3.1607 -0.239
C -2.6979 -1.1661 -1.9734 -0.020
C -3.8983 3.1343 2.5252 -0.094
C -0.4598 -1.9875 -0.6245 -0.134
C 2.0817 4.3908 1.0224 -0.518
C -5.6740 -2.9493 2.3878 -0.013
C -4.2011 -3.0019 2.1347 -0.266
C -3.5666 -4.1468 1.4517 -0.203
C 6.4416 -2.3323 -9.1412 -0.069
C -2.7626 5.5218 3.3614 -0.033
C 2.7580 5.3688 1.9927 -0.039
C -0.4142 -1.8711 -2.0253 -0.064
C 1.9487 -2.6066 -0.5303 -0.060
C 1.6014 -3.0779 2.1472 -0.110
C -2.7708 -0.8619 4.2767 -0.871
C 2.2627 4.9154 -0.4131 -0.045
C -2.6439 -1.2654 -0.5801 -0.100
C -3.1213 3.8847 1.6563 -0.048
C 5.1922 -2.1986 -6.6266 -0.010
C 0.2002 3.4904 2.6389 -0.022
C -1.5755 5.8110 1.1531 -0.120
C -1.6021 -5.2104 0.8798 -0.110
C -0.0716 5.6713 1.4878 -0.108
C -4.0855 3.5832 3.8222 -0.642
C -0.5597 1.2049 1.9178 -0.111
C -3.6566 -6.3245 0.4531 -0.039
C -2.2717 -6.3253 0.4029 -0.042
C 2.8199 3.0487 1.0903 -0.046
C -2.5160 5.0694 2.0685 -0.249
C 2.8797 -3.2018 1.6001 -0.021
C -4.3115 -5.2279 0.9866 0.003
C 3.0507 -2.9788 0.2567 0.022
C 4.5017 -2.1016 -5.4288 -0.028
C -3.5422 4.7871 4.2416 -0.088
C 3.1627 -2.9256 -7.7055 0.016
C 3.1482 -2.4098 -5.3550 -0.168
C 2.4023 -2.3257 -4.1056 -0.254
C 1.9697 -2.4187 -1.9392 -0.125
C 0.5486 4.2569 1.3332 -0.416
C 0.8317 -2.1257 -2.6738 -0.169
C 4.5257 -2.6190 -7.7736 -0.280
C -1.5752 -1.4725 -2.7027 0.029
C 2.4810 -2.8124 -6.5177 -0.012
H 2.5100 6.4048 1.7586 0.087
H 5.0336 -1.7522 -4.5510 0.112
H 2.1004 4.1225 -1.1466 0.089
H 2.9527 2.7098 2.1130 0.074
H 1.6054 5.7557 -0.6492 0.083
H 0.8553 3.7919 3.4509 0.136
H 0.1081 6.0124 2.5105 0.127
H 6.2419 -1.9421 -6.6565 0.106
H 0.4519 6.3610 0.8243 0.105
H -2.3309 6.4590 3.6941 0.124
H 4.0277 -3.0988 -0.1946 0.121
H -5.9042 -2.0607 2.9694 0.071
H -0.5187 -5.1609 0.8571 0.108
H 2.2893 2.2764 0.5283 0.086
H -2.9574 3.5348 0.6440 0.116
H 3.9272 -2.7781 -2.7078 0.158
H 0.0869 3.9932 -0.5438 0.096
H -5.3891 -5.2186 1.0656 0.113
H -1.5445 -1.4078 -3.7824 0.126
H 7.1358 -2.9373 -8.5530 0.097
H -1.8066 6.8773 1.1938 0.124
H 1.1816 -0.7312 3.6685 0.083
H -0.8158 3.7589 2.8992 0.111
H 3.2884 5.2636 -0.5374 0.096
H -1.7210 -7.1697 0.0137 0.110
H 6.5475 -1.2793 -8.8697 0.099
H -6.2269 -2.9043 1.4471 0.090
H -4.3529 2.2055 2.2055 0.107
H -1.2972 1.5367 1.2074 0.129
H 1.4185 -3.3057 3.1910 0.122
H -3.6091 -0.8411 -2.4551 0.114
H 1.4262 -3.0428 -6.4596 0.116
H 2.6683 -3.2519 -8.6108 0.126
H -4.2210 -7.1720 0.0876 0.117
H -3.4995 -1.0011 0.0317 0.115
H -2.3166 0.3428 5.8326 0.086
H 3.7059 -3.4840 2.2369 0.117
H -3.7268 5.1441 5.2456 0.110
H -1.7491 5.4767 0.1303 0.113
H -3.7026 0.8395 4.9208 -0.019
H 2.4843 5.1770 3.0311 0.085
H 6.6704 -2.4581 -10.1951 0.096
H 3.8403 5.2589 1.9153 0.092
H -6.0088 -3.8285 2.9403 0.093
H 3.8115 3.1700 0.6487 0.089
```

- Charge: +1
- ΔE to the lowest compared entry with this formula, charge and spin: 93.3 kJ/mol

=====

The highest charge belongs to which entry? C44H45AlN5P2

=====

Look up the charge of the first one. 0